Entry 1:
Entry from the Open Molecules 2025 dataset: 4 unconnected molecules or ions with the total composition C46H93N2O18P5 in a non-equilibrium geometry (ωB97M-V with the def2-TZVPD basis set).

The geometry in XYZ format:
```
164
Properties=species:S:1:pos:R:3:forces:R:3:mulliken_charge:R:1
C 4.544 -1.957 6.739 -5.583 -0.782 -0.791 -0.60
C 3.286 -1.980 6.411 4.503 0.567 2.000 -0.50
C 1.714 -1.932 6.129 0.623 -1.466 -1.105 -0.32
C 1.326 -1.069 4.774 2.745 -0.813 2.405 0.34
O 0.060 -1.583 4.373 1.251 1.462 -0.976 -0.26
C -0.775 -0.757 3.554 -4.001 -0.709 -1.155 -0.03
C -1.733 -1.816 2.732 1.156 -2.092 0.150 -0.67
C -0.901 -2.603 1.570 1.366 -1.391 -3.411 0.09
C 0.289 -3.588 1.855 -0.565 0.426 -2.083 0.00
C 1.123 -4.356 0.774 -3.042 2.310 -1.769 -0.72
C 0.732 -4.173 -0.754 -2.095 1.974 3.579 -0.41
C -0.500 -3.219 -1.068 1.254 -0.651 2.547 -0.50
C -1.300 -2.432 0.033 3.237 -2.682 0.880 -0.25
C -1.802 0.034 4.557 0.476 0.944 1.008 -0.56
N -3.074 -0.703 4.831 -0.489 0.315 1.048 0.95
C -4.173 0.275 5.217 -0.907 -0.690 -0.269 -1.38
C -4.840 1.013 3.953 0.999 1.314 0.342 0.87
C -6.071 1.985 4.431 1.130 -0.557 -0.371 -0.58
O -7.217 1.688 3.587 1.082 1.170 -0.009 -0.39
C -7.098 2.322 2.286 -0.484 -0.078 -0.785 -0.50
C -2.935 -1.724 5.907 -0.173 1.315 1.232 -0.31
O -3.530 -3.019 5.573 2.169 0.176 -0.097 -0.24
N -4.715 -2.876 4.928 -1.130 -0.087 -2.415 0.16
O -4.699 -3.412 3.857 -0.089 0.516 2.091 -0.28
O -0.146 0.063 2.567 -0.361 -0.509 1.506 0.65
C -1.037 0.733 1.659 0.227 1.653 -1.194 -0.47
C -0.508 2.263 1.505 -1.369 0.490 -0.565 1.79
C -1.837 3.188 1.254 0.809 -0.005 -0.618 -1.21
C 0.463 2.503 0.240 1.101 0.920 0.756 0.84
C 1.425 1.263 -0.131 -0.777 0.478 -0.807 -0.99
C 1.466 3.746 0.633 0.197 -0.868 -0.274 -1.07
P 2.795 -1.449 3.589 -0.744 -0.647 -3.764 0.17
O 2.476 -1.281 2.092 0.728 0.190 3.044 -0.54
P 1.476 0.744 5.271 -1.923 1.476 -0.412 0.52
C 2.660 1.742 4.177 0.389 0.895 0.736 -0.08
C 2.298 3.319 4.421 0.415 0.002 -0.235 -0.95
C 1.742 1.031 7.117 0.694 0.228 1.592 -0.64
C 0.370 0.923 8.010 0.608 1.220 -0.108 -0.78
H 5.594 -2.146 7.178 -2.375 0.562 -1.232 0.38
H 1.067 -1.650 7.031 1.327 -0.121 -1.200 0.35
H 1.409 -3.025 5.854 0.592 1.788 0.559 0.48
H -2.699 -1.340 2.346 1.647 -0.610 0.397 0.34
H -2.064 -2.663 3.461 0.515 1.642 -1.160 0.44
H 0.580 -3.737 2.969 -0.569 0.262 -2.188 0.28
H 2.014 -5.050 1.040 -1.823 1.427 -0.351 0.34
H 1.332 -4.720 -1.582 -1.304 1.143 1.603 0.29
H -0.791 -3.129 -2.189 0.428 -0.009 2.238 0.23
H -2.164 -1.770 -0.321 1.387 -1.057 0.773 0.29
H -2.093 1.081 4.166 0.649 -1.769 0.376 0.13
H -1.308 0.226 5.597 -0.395 -0.193 -1.957 -0.37
H -3.767 0.994 6.018 -0.649 -0.625 -1.194 0.25
H -5.019 -0.344 5.721 1.439 1.032 -0.889 0.60
H -5.146 0.290 3.106 0.244 0.953 1.688 0.24
H -4.060 1.739 3.477 -1.115 -1.405 0.748 -0.57
H -6.295 1.803 5.555 -0.056 0.162 -2.059 0.37
H -5.721 3.085 4.316 -0.769 -1.665 0.170 0.30
H -7.818 1.755 1.579 1.129 1.011 1.239 0.23
H -7.405 3.430 2.329 0.436 -1.556 0.029 0.27
H -6.052 2.260 1.815 -1.336 -0.038 0.898 0.15
H -3.484 -1.346 6.861 1.032 -0.606 -1.405 0.44
H -1.830 -1.913 6.145 -1.740 -0.048 -0.497 0.03
H -0.996 0.228 0.618 -0.027 0.632 1.743 -0.55
H -2.140 0.788 1.955 1.596 -0.361 0.065 0.23
H -0.021 2.661 2.478 -0.632 -1.132 -1.490 -1.06
H -2.640 3.013 2.057 1.157 0.345 -1.216 0.29
H -2.221 2.902 0.202 0.229 0.393 1.735 0.20
H -1.562 4.318 1.183 -0.451 -1.984 0.301 0.26
H -0.152 2.878 -0.666 0.855 -0.955 1.367 0.06
H 0.806 0.364 -0.541 1.246 1.357 1.007 0.09
H 2.092 1.607 -1.008 -0.883 -0.524 1.403 0.36
H 2.080 0.988 0.768 -1.100 0.072 -1.382 0.11
H 1.069 4.381 1.503 0.472 -0.770 -1.436 0.32
H 1.704 4.377 -0.295 -0.424 -0.752 1.435 0.11
H 2.456 3.261 0.970 -1.418 0.882 -0.356 0.32
H 3.165 -2.845 3.788 -0.260 0.912 0.444 0.11
H 3.967 -0.700 4.015 -1.048 -0.502 0.097 0.10
H 3.755 1.576 4.496 -1.537 0.244 -0.906 0.35
H 2.439 1.462 3.083 0.471 0.247 1.684 -0.22
H 2.500 3.655 5.502 -0.280 -0.686 -1.552 0.36
H 1.194 3.545 4.192 1.706 -0.443 0.253 0.12
H 2.982 3.972 3.748 -1.234 -1.123 1.030 0.34
H 2.564 0.402 7.614 -1.098 0.796 -0.820 0.38
H 2.079 2.141 7.235 -0.451 -1.956 -0.487 0.33
H 0.639 0.829 9.139 -0.430 -0.152 -2.053 0.30
H -0.125 1.972 7.914 0.406 -2.089 0.026 0.32
H -0.332 0.087 7.662 0.999 1.284 0.637 0.08
C 3.090 6.636 -5.874 -0.031 -0.017 -0.251 -1.04
C 2.817 6.502 -4.389 0.403 0.060 -0.056 -0.23
O 1.546 7.033 -4.054 0.137 -0.644 -0.834 -0.40
P 0.197 6.142 -4.414 1.090 6.872 6.081 1.19
O 0.351 5.159 -3.245 -0.451 -2.256 -3.793 -0.61
O -0.888 7.114 -3.607 -0.642 -0.660 -1.236 -0.41
C -1.835 6.539 -2.713 -0.116 0.003 0.486 -0.30
C -1.390 6.756 -1.280 0.070 0.123 0.138 -1.08
O 0.013 7.189 -5.760 -0.083 -3.246 0.001 -0.36
C -1.296 7.532 -6.210 -0.571 0.182 -0.541 -0.14
C -1.579 8.984 -5.862 0.187 0.201 0.294 -1.15
H 2.414 5.998 -6.453 0.094 0.013 0.002 0.26
H 4.117 6.347 -6.109 -0.034 -0.022 0.017 0.43
H 2.925 7.664 -6.209 0.062 -0.124 0.116 0.23
H 2.890 5.458 -4.069 0.012 0.000 0.048 0.19
H 3.562 7.074 -3.828 -0.193 -0.013 0.058 0.34
H -1.995 5.479 -2.927 0.134 0.069 0.078 0.21
H -2.792 7.044 -2.878 0.087 0.070 -0.111 0.40
H -0.387 6.365 -1.106 -0.057 -0.166 -0.107 0.19
H -2.080 6.274 -0.583 0.002 0.034 -0.028 0.34
H -1.353 7.825 -1.052 -0.099 -0.077 -0.038 0.37
H -2.050 6.863 -5.789 0.029 0.127 0.031 0.24
H -1.315 7.411 -7.296 0.037 -0.104 0.049 0.39
H -1.563 9.155 -4.784 -0.036 -0.204 -0.091 0.24
H -2.558 9.292 -6.240 0.084 -0.093 -0.101 0.39
H -0.813 9.638 -6.288 -0.114 -0.115 -0.126 0.32
C -5.500 1.178 -7.425 -0.175 -0.171 0.046 -1.00
C -4.157 1.875 -7.511 -0.259 0.164 -0.257 -0.37
O -3.493 1.860 -6.258 -0.424 -0.899 -0.349 -0.20
P -2.768 0.456 -5.763 1.731 8.494 2.929 1.16
O -1.534 0.575 -6.669 -2.047 -3.984 -0.613 -0.73
O -2.002 1.091 -4.429 -0.493 -1.417 0.128 -0.51
C -0.618 0.838 -4.202 0.550 0.258 -0.009 -0.22
C 0.198 2.060 -4.582 -0.077 0.181 0.107 -1.02
O -4.139 0.222 -4.760 1.262 -2.057 -2.134 -0.40
C -3.984 -0.420 -3.496 -0.206 -0.460 0.609 -0.20
C -4.154 0.607 -2.389 0.072 0.399 -0.046 -0.94
H -5.371 0.106 -7.244 -0.048 0.056 -0.059 0.26
H -6.064 1.303 -8.351 0.036 -0.018 0.010 0.41
H -6.091 1.573 -6.593 0.109 0.014 -0.141 0.23
H -3.526 1.419 -8.280 0.030 0.041 -0.010 0.31
H -4.307 2.924 -7.783 0.138 -0.056 0.125 0.30
H -0.281 -0.053 -4.737 -0.064 0.146 -0.064 0.41
H -0.491 0.635 -3.134 -0.151 0.025 0.006 0.17
H 0.011 2.367 -5.612 -0.002 -0.234 -0.093 0.39
H 1.267 1.867 -4.463 -0.044 0.013 0.040 0.43
H -0.077 2.908 -3.948 0.125 -0.169 0.034 0.06
H -3.022 -0.933 -3.425 -0.032 0.120 0.068 0.19
H -4.769 -1.176 -3.411 0.060 -0.017 -0.098 0.42
H -3.394 1.389 -2.440 0.047 -0.204 -0.094 0.12
H -4.090 0.134 -1.405 -0.084 -0.091 -0.091 0.35
H -5.121 1.112 -2.478 -0.005 -0.206 0.031 0.38
C 5.193 -10.671 1.085 -0.104 -0.220 -0.062 -1.00
C 5.496 -9.187 1.091 0.135 -0.173 0.361 -0.27
O 5.750 -8.713 -0.220 -0.905 -0.619 0.134 -0.31
P 4.467 -8.478 -1.240 8.414 3.592 -0.491 1.09
O 3.993 -7.159 -0.615 -3.420 -2.938 -0.190 -0.67
O 5.327 -7.732 -2.456 -1.176 -0.808 -0.514 -0.40
C 4.858 -6.513 -3.025 0.199 0.512 -0.017 -0.23
C 5.662 -5.348 -2.477 0.147 0.056 0.023 -1.21
O 4.901 -9.972 -1.962 -2.906 0.918 1.114 -0.36
C 4.704 -10.160 -3.362 -0.152 -0.403 -0.665 -0.18
C 6.054 -10.171 -4.059 0.327 0.173 0.143 -1.12
H 4.243 -10.872 0.579 0.039 -0.024 0.083 0.26
H 5.125 -11.060 2.104 -0.022 0.029 -0.023 0.41
H 5.967 -11.225 0.545 -0.058 0.127 0.115 0.23
H 4.678 -8.621 1.548 0.025 0.041 0.015 0.25
H 6.398 -9.001 1.681 -0.044 0.104 -0.171 0.31
H 3.787 -6.378 -2.856 0.134 0.018 0.128 0.25
H 5.004 -6.578 -4.108 0.050 -0.155 0.043 0.36
H 5.637 -5.318 -1.388 -0.203 -0.043 -0.030 0.28
H 5.283 -4.398 -2.862 0.023 -0.048 0.000 0.39
H 6.713 -5.447 -2.763 -0.111 0.008 -0.071 0.32
H 4.042 -9.397 -3.778 0.137 -0.010 -0.013 0.26
H 4.220 -11.130 -3.500 -0.065 0.064 0.078 0.37
H 6.580 -9.222 -3.941 -0.228 -0.021 0.021 0.25
H 5.939 -10.364 -5.129 -0.095 -0.089 0.095 0.38
H 6.704 -10.938 -3.628 -0.180 -0.057 -0.085 0.32
```
Positions in Å, forces in eV/Å.

Computed properties:
Gap between HOMO and LUMO in eV: 6.22
SMILES string: C#CC[C@](O[C@@](Cc1ccccc1)(CN(CCCOC)CON=O)OC[C@H](C)C(C)C)([PH2]=O)P(CC)CC.CCOP(=O)(OCC)OCC.CCOP(=O)(OCC)OCC.CCOP(=O)(OCC)OCC
LUMO level in eV: -1.52
HOMO level in eV: -7.75

Entry 2:
Entry from the Open Molecules 2025 dataset: a single C23H22N4O4 molecule in a non-equilibrium geometry (ωB97M-V with the def2-TZVPD basis set).

The geometry in XYZ format:
```
53
Properties=species:S:1:pos:R:3:forces:R:3:mulliken_charge:R:1
C 0.076 0.556 -2.291 0.171 0.277 -0.033 -1.22
O -0.774 -0.503 -1.905 -0.176 -0.465 0.150 -0.45
C -0.298 -1.410 -1.006 -0.216 -0.074 -0.003 0.94
C 0.916 -1.313 -0.360 -0.097 -0.053 0.008 -0.24
C 1.300 -2.269 0.588 -0.800 -0.198 -0.382 0.28
C 2.568 -2.124 1.270 0.833 0.125 0.444 -0.42
N 3.327 -1.146 0.981 -0.648 -0.246 -0.421 0.11
N 4.494 -0.954 1.602 0.395 -0.674 0.866 -0.44
C 5.335 0.078 1.275 -0.010 0.011 0.009 0.00
O 6.422 0.178 1.802 0.041 0.001 -0.068 -0.62
C 4.828 1.012 0.235 0.078 0.418 -0.330 0.67
C 5.706 1.469 -0.744 -0.174 -0.095 0.228 -0.37
C 5.229 2.317 -1.729 -0.085 -0.036 0.019 -0.46
C 3.888 2.669 -1.699 0.323 0.061 -0.215 -0.36
N 3.056 2.274 -0.748 -0.526 0.221 0.055 -0.53
C 3.515 1.482 0.202 0.218 -0.124 0.174 -0.25
C 0.448 -3.330 0.871 0.419 0.322 0.041 -1.24
C -0.765 -3.443 0.216 -0.362 0.119 -0.322 -0.61
C -1.151 -2.501 -0.725 0.185 0.098 0.059 0.64
O -2.300 -2.579 -1.470 0.303 -0.037 -0.142 -0.56
C -3.505 -2.903 -0.811 -0.349 -0.060 0.243 -0.76
C -4.086 -1.722 -0.011 0.326 -0.368 -0.227 0.78
O -4.899 -1.911 0.869 -0.179 -0.074 0.100 -0.67
N -3.602 -0.534 -0.427 0.350 0.105 -0.437 -0.08
C -3.883 0.751 0.050 -0.161 0.272 0.200 0.66
C -4.798 0.998 1.068 -0.073 -0.194 0.039 -0.39
C -5.025 2.296 1.485 0.163 0.135 -0.146 -0.79
C -4.356 3.370 0.912 0.007 -0.002 0.060 0.83
C -4.630 4.774 1.360 -0.070 -0.005 -0.064 -1.41
C -3.444 3.111 -0.104 -0.072 -0.053 0.069 -0.94
C -3.208 1.820 -0.532 -0.053 -0.101 0.026 -0.35
H 0.318 1.211 -1.449 0.014 -0.028 -0.035 0.46
H 1.004 0.180 -2.730 -0.014 -0.010 0.027 0.48
H -0.476 1.115 -3.044 0.065 -0.004 0.048 0.31
H 1.591 -0.496 -0.548 0.021 0.151 -0.105 0.59
H 2.828 -2.868 2.031 0.045 0.058 -0.001 0.36
H 4.827 -1.614 2.311 -0.050 0.283 -0.236 0.27
H 6.737 1.149 -0.724 0.081 -0.015 0.018 0.45
H 5.879 2.689 -2.505 0.033 0.027 -0.078 0.40
H 3.455 3.302 -2.462 0.064 0.062 -0.105 0.37
H 2.806 1.219 0.974 0.030 -0.054 0.043 0.56
H 0.731 -4.073 1.601 0.040 -0.078 0.090 0.35
H -1.410 -4.280 0.434 -0.082 -0.067 -0.015 0.35
H -4.216 -3.161 -1.602 0.071 0.007 0.142 0.33
H -3.414 -3.761 -0.140 -0.021 0.147 -0.050 0.29
H -2.918 -0.572 -1.179 -0.128 -0.073 0.178 0.12
H -5.324 0.176 1.524 -0.008 -0.037 0.007 0.51
H -5.738 2.476 2.276 -0.069 0.012 0.095 0.36
H -5.481 5.181 0.813 -0.037 0.109 0.016 0.28
H -3.772 5.416 1.176 0.029 0.089 0.029 0.36
H -4.870 4.801 2.421 -0.004 0.071 0.069 0.37
H -2.910 3.930 -0.565 0.062 0.079 -0.040 0.35
H -2.497 1.632 -1.323 0.098 -0.036 -0.096 0.32
```
Positions in Å, forces in eV/Å.

Computed properties:
Gap between HOMO and LUMO in eV: 8.30
SMILES string: COc1cc(/C=N/NC(=O)c2cccnc2)ccc1OCC(=O)Nc1ccc(C)cc1
LUMO level in eV: 0.09
HOMO level in eV: -8.21

Entry 3:
Entry from the Open Molecules 2025 dataset: a single C17H17N3O4S molecule (ωB97M-V with the def2-TZVPD basis set).

The geometry in XYZ format:
```
42
Properties=species:S:1:pos:R:3:forces:R:3:mulliken_charge:R:1
C -1.608 2.194 1.321 0.031 -0.106 0.221 -1.57
C -1.291 1.126 2.366 -0.001 0.105 -0.085 0.00
C -1.577 -0.281 1.915 0.012 -0.120 0.159 0.44
C -2.655 -0.559 1.083 0.053 -0.057 -0.038 -0.53
C -2.985 -1.853 0.721 -0.063 -0.019 -0.039 -0.83
C -2.243 -2.913 1.210 -0.009 -0.043 0.030 -0.74
C -1.159 -2.660 2.028 0.049 0.089 0.131 -0.60
C -0.810 -1.358 2.374 -0.836 -0.036 -0.457 0.40
N 0.314 -1.150 3.197 0.777 0.263 0.034 -0.25
S 1.716 -0.443 2.567 0.126 -0.162 -0.082 1.24
O 1.838 0.906 3.028 -0.127 0.081 -0.201 -0.68
O 2.772 -1.358 2.885 0.007 -0.286 -0.044 -0.75
C 1.440 -0.415 0.797 0.039 0.130 0.606 -0.25
C 1.305 -1.601 0.098 -0.004 -0.105 -0.190 -0.81
C 1.044 -1.546 -1.254 0.099 0.103 0.189 -0.94
C 0.936 -0.326 -1.927 0.158 0.256 0.465 0.80
C 1.102 0.873 -1.210 0.127 -0.621 0.097 0.17
C 1.345 0.800 0.163 0.060 -0.001 -0.107 -0.42
N 0.948 2.131 -1.781 -0.294 0.380 0.417 -0.03
C 1.310 2.569 -3.027 0.225 -0.148 0.004 0.44
O 1.095 3.702 -3.374 0.035 0.234 -0.175 -0.63
C 2.002 1.527 -3.878 -0.101 0.224 -0.328 -0.71
C 1.004 0.468 -4.293 0.253 0.030 0.063 0.45
O 0.598 0.313 -5.416 0.007 0.044 -0.266 -0.62
N 0.596 -0.353 -3.275 -0.416 -0.462 -0.013 -0.11
H -2.679 2.354 1.225 -0.069 0.050 -0.097 0.42
H -1.158 3.139 1.615 0.002 0.132 -0.009 0.39
H -1.217 1.906 0.347 0.004 0.013 -0.145 0.42
H -1.895 1.317 3.259 0.101 0.008 0.067 0.45
H -0.251 1.207 2.671 -0.240 0.151 0.051 0.11
H -3.263 0.254 0.720 -0.052 0.126 -0.059 0.34
H -3.830 -2.033 0.074 -0.082 -0.015 -0.057 0.43
H -2.502 -3.929 0.955 -0.016 -0.092 -0.020 0.40
H -0.571 -3.481 2.417 0.100 -0.095 -0.005 0.37
H 0.607 -2.000 3.660 0.121 -0.045 0.050 0.47
H 1.410 -2.543 0.610 -0.023 -0.171 0.008 0.43
H 0.909 -2.458 -1.816 0.028 -0.106 -0.069 0.45
H 1.458 1.699 0.749 0.001 0.194 0.015 0.61
H 0.667 2.869 -1.145 -0.047 -0.041 -0.213 0.28
H 2.395 2.009 -4.773 -0.086 -0.072 0.141 0.27
H 2.806 1.065 -3.303 0.031 -0.008 0.000 0.42
H 0.078 -1.168 -3.583 0.019 0.199 -0.050 0.25
```
Positions in Å, forces in eV/Å.

Computed properties:
Gap between HOMO and LUMO in eV: 9.17
SMILES string: CCc1ccccc1NS(=O)(=O)c1ccc2c(c1)NC(=O)CC(=O)N2
LUMO level in eV: 0.10
HOMO level in eV: -9.07

Entry 4:
Entry from the Open Molecules 2025 dataset: 3 unconnected molecules or ions with the total composition C2H5NO in a non-equilibrium geometry (ωB97M-V with the def2-TZVPD basis set).

The geometry in XYZ format:
```
9
Properties=species:S:1:pos:R:3:forces:R:3:mulliken_charge:R:1
C 0.229 2.598 0.119 0.143 0.876 -0.553 -0.50
C -0.243 1.432 -0.111 0.108 -0.391 1.856 0.56
N -0.812 0.412 0.269 0.082 0.443 -0.952 -0.19
O -0.671 -2.055 -0.428 0.968 0.957 -0.129 -0.76
H 0.482 3.499 -0.408 0.137 -0.076 -0.166 0.29
H 1.661 -1.625 1.116 0.048 0.048 0.048 0.14
H 1.539 -1.204 0.519 0.040 -0.039 -0.013 -0.15
H -0.772 -0.432 -0.411 -1.172 -2.318 -0.066 0.39
H -1.413 -2.625 -0.664 -0.353 0.501 -0.024 0.23
```
Positions in Å, forces in eV/Å.

Computed properties:
Gap between HOMO and LUMO in eV: 4.58
LUMO level in eV: -4.23
HOMO level in eV: -8.81

Entry 5:
Entry from the Open Molecules 2025 dataset: a molecular structure, C3H2O3Sn in a non-equilibrium geometry (ωB97M-V with the def2-TZVPD basis set).

The geometry in XYZ format:
```
9
Properties=species:S:1:pos:R:3:forces:R:3:mulliken_charge:R:1
O -0.488 -0.060 0.162 -0.346 -1.418 -0.025 -0.12
C -0.147 -1.458 0.287 0.978 -1.835 0.800 0.09
C 1.176 -1.642 0.394 -2.356 -1.393 -0.175 -0.04
O 2.105 -0.778 0.327 1.316 -0.556 0.101 -0.47
Sn 1.250 0.959 0.217 2.117 4.313 -0.021 1.06
H -0.980 -2.145 0.369 0.247 0.269 -0.080 0.47
C -1.613 0.206 -0.509 -1.870 0.755 -0.989 -0.13
O -1.379 1.363 -1.071 0.164 -0.032 0.842 -0.31
H -2.208 1.777 -1.347 -0.250 -0.102 -0.453 0.45
```
Positions in Å, forces in eV/Å.

Computed properties:
Spin multiplicity: 2
Gap between HOMO and LUMO (spin up / spin down) in eV: 7.96 / 8.02
Net charge: +1
LUMO level (spin up / spin down) in eV: -6.03 / -6.02
HOMO level (spin up / spin down) in eV: -13.99 / -14.04